{
  "formula": "C3O5S",
  "method": "the ωB97M-V functional and the def2-TZVPD basis",
  "spin_multiplicity": 1,
  "total_energy_ha": -888.6580,
  "total_charge": -2,
  "orbital_gap_ev": 7.05,
  "fmax_ev_per_a": 3.99,
  "smiles": "O=C1C(=O)C1=S(=O)([O-])[O-]",
  "e_lumo_ev": 6.629,
  "e_above_lowest_kcal_mol": 8.5,
  "elements": ["S", "O", "O", "O", "O", "O", "C", "C", "C"],
  "positions_angstrom": [[0.8541, -0.6569, -1.0999], [1.5468, 0.4305, -1.8787], [1.9541, -1.5943, -0.6255], [0.1199, 1.0312, 2.6768], [-0.2396, -1.3383, -1.7292], [-2.5088, 0.7176, 0.2647], [-0.0701, 0.1039, 0.2215], [-0.3191, 0.7144, 1.5664], [-1.3373, 0.5920, 0.6040]],
  "forces_ev_per_angstrom": [[3.96, 0.34, 0.30], [-1.67, -1.05, 0.88], [-2.26, 1.36, -0.01], [-0.13, 0.07, 0.11], [-0.80, -0.78, -1.38], [-1.30, 0.47, -0.05], [0.14, 1.49, 2.86], [1.99, -0.98, -1.36], [0.08, -0.92, -1.35]]
}